DFT (ωB97M-V with the def2-TZVPD basis set) results for C19H22N2O6 in the gas phase.

CARTESIAN COORDINATES (ANGSTROEM)
C  -4.036  -1.023  -2.387
O  -4.611  -0.193  -1.406
C  -3.951  -0.023  -0.217
C  -2.641  -0.419  -0.012
C  -1.976  -0.186  1.196
C  -0.610  -0.593  1.421
C  0.193  -1.278  0.590
C  1.560  -1.603  0.989
O  2.078  -1.304  2.045
O  2.200  -2.282  0.022
C  3.527  -2.723  0.287
C  4.578  -1.656  -0.066
O  5.388  -1.824  -0.954
N  4.511  -0.561  0.707
C  5.349  0.594  0.498
C  4.568  1.769  -0.117
C  3.995  1.453  -1.508
C  2.618  2.112  -1.470
C  2.258  1.965  0.006
O  3.470  2.130  0.715
C  -2.668  0.469  2.216
C  -3.978  0.848  2.034
C  -4.645  0.606  0.836
O  -5.936  1.045  0.812
C  -6.850  0.600  -0.172
C  -6.929  -0.846  -0.262
N  -6.971  -1.987  -0.308
H  -4.789  -1.113  -3.168
H  -3.813  -2.015  -1.987
H  -3.130  -0.577  -2.809
H  -2.108  -0.907  -0.810
H  -0.189  -0.313  2.379
H  -0.099  -1.624  -0.388
H  3.622  -2.992  1.345
H  3.687  -3.595  -0.349
H  3.804  -0.494  1.430
H  5.763  0.908  1.459
H  6.156  0.302  -0.178
H  5.244  2.635  -0.156
H  3.897  0.375  -1.635
H  4.630  1.837  -2.302
H  2.693  3.168  -1.733
H  1.894  1.631  -2.124
H  1.832  0.969  0.202
H  1.557  2.720  0.366
H  -2.177  0.667  3.156
H  -4.531  1.339  2.819
H  -7.822  0.989  0.153
H  -6.609  1.003  -1.165

Forces on atoms 1 to 6 (eV/Å):
0.065 -0.164 -0.203
0.116 0.414 0.470
-0.131 0.007 -0.121
0.003 0.034 0.094
-0.714 0.246 -0.048
0.777 -0.387 -0.181

Results
**Relative energy (zero: lowest compared OMol25 entry of this formula, charge and spin)**: 2.8364 eV
**2S+1**: 1
**SMILES**: COc1cc(/C=C/C(=O)OCC(=O)NC[C@H]2CCCO2)ccc1OCC#N
**Gap between HOMO and LUMO**: 0.301 Ha
**Largest force on an atom**: 0.887 eV/A

***

DFT (ωB97M-V with the def2-TZVPD basis set) results for a molecular structure, C3H4O2Tl at a distorted geometry.

CARTESIAN COORDINATES (ANGSTROEM)
C  -2.173  -0.209  0.399
C  -1.078  0.024  -0.560
H  -1.266  -0.110  -1.634
H  -0.227  -0.567  -0.161
C  -0.714  1.487  -0.142
O  -0.343  2.307  -0.961
Tl  0.643  4.157  -1.409
H  -0.594  1.697  0.940
O  -3.209  0.524  0.112
H  -4.009  0.127  0.484

Forces on atoms 1 to 6 (eV/Å):
-1.496 -1.954 1.162
1.181 2.427 1.098
-0.019 0.221 0.350
-0.276 0.155 -0.604
1.184 -2.230 -0.605
-1.363 -1.386 0.281

Results
**Relative energy (zero: lowest compared OMol25 entry of this formula, charge and spin)**: 2.3634 eV
**2S+1**: 1
**Total charge**: +1
**Gap between HOMO and LUMO**: 0.270 Ha
**Largest force on an atom**: 2.914 eV/A

***

DFT (ωB97M-V with the def2-TZVPD basis set) results for a molecular structure, C21H24N4O4S at a distorted geometry.

CARTESIAN COORDINATES (ANGSTROEM)
C  3.063  2.438  -1.737
H  2.849  3.378  -2.239
H  3.508  1.752  -2.455
H  3.777  2.624  -0.938
C  1.779  1.835  -1.157
N  2.123  0.571  -0.499
C  2.637  0.394  0.736
O  2.682  1.234  1.611
C  3.135  -1.035  0.976
H  3.971  -0.985  1.674
H  3.464  -1.482  0.041
C  2.044  -1.914  1.605
N  0.738  -1.732  0.991
C  0.552  -2.103  -0.290
N  1.571  -2.466  -1.001
S  1.143  -2.651  -2.590
O  1.671  -1.509  -3.287
O  1.456  -3.947  -3.099
C  -0.623  -2.485  -2.293
C  -1.689  -2.694  -3.133
C  -2.965  -2.656  -2.584
C  -3.135  -2.449  -1.222
C  -2.051  -2.237  -0.384
C  -0.775  -2.226  -0.937
H  -2.210  -2.103  0.675
H  -4.129  -2.460  -0.801
H  -3.826  -2.812  -3.214
H  -1.527  -2.895  -4.180
N  -0.093  -0.942  1.728
C  -0.815  -0.039  1.175
C  -1.711  0.794  1.930
C  -2.505  1.727  1.250
C  -3.378  2.546  1.926
C  -3.479  2.448  3.311
C  -2.710  1.540  4.005
C  -1.815  0.704  3.335
O  -1.092  -0.159  4.055
H  -0.494  -0.647  3.451
H  -2.775  1.455  5.078
H  -4.163  3.089  3.846
H  -3.981  3.259  1.387
H  -2.422  1.793  0.174
H  -0.796  0.125  0.095
H  2.326  -2.964  1.502
H  1.918  -1.659  2.659
H  2.234  -0.194  -1.154
C  1.129  2.818  -0.184
H  0.811  3.705  -0.726
H  0.262  2.372  0.297
H  1.830  3.107  0.592
C  0.805  1.496  -2.289
H  0.617  2.378  -2.895
H  -0.146  1.149  -1.889
H  1.212  0.714  -2.927

Forces on atoms 1 to 6 (eV/Å):
-0.196 -0.080 0.116
-0.007 0.133 -0.081
0.071 -0.055 -0.098
0.084 0.034 0.069
-0.041 0.394 -0.042
-0.298 -0.020 -0.542

Results
**Relative energy (zero: lowest compared OMol25 entry of this formula, charge and spin)**: 2.0752 eV
**2S+1**: 1
**Gap between HOMO and LUMO**: 0.290 Ha
**Largest force on an atom**: 1.178 eV/A